No. 1
ORCA calculation (wB97M-V/def2-TZVPD) on the molecule C15H19NO4S2.

The total energy comes out at -1735.0304 Eh. Its gap between HOMO and LUMO is 8.76 eV. The calculation puts the energy above the lowest of the compared OMol25 structures with the same formula, charge and spin at 6.2 kcal per mole. As for the spin multiplicity: 1. Its SMILES is CCOc1ccc(CNS(=O)(=O)c2cccs2)cc1OCC. For the LUMO energy, the calculation gives 0.532 eV. Its HOMO energy is -8.2 eV.

Structure (XYZ):
```
41
Properties=species:S:1:pos:R:3:forces:R:3
C 4.819 -2.206 0.618 -0.385 0.233 0.082
C 3.520 -1.651 1.183 0.196 -0.292 0.156
O 3.107 -0.598 0.336 -0.138 0.239 -0.211
C 1.954 0.080 0.621 -0.011 0.086 -0.030
C 1.135 -0.225 1.700 0.180 -0.004 0.010
C -0.067 0.429 1.906 0.058 0.284 -0.048
C -0.479 1.422 1.035 0.276 0.093 0.242
C -1.839 2.054 1.154 0.298 -0.008 0.362
N -2.723 1.663 0.071 -0.624 -0.693 -0.061
S -3.292 0.106 0.089 -0.064 -0.069 -0.397
O -3.694 -0.201 1.426 0.326 0.067 0.201
O -4.240 0.008 -0.978 0.260 0.137 -0.177
C -1.922 -0.955 -0.316 -0.439 0.273 -0.171
C -1.458 -2.005 0.412 -0.291 0.156 0.015
C -0.376 -2.657 -0.218 0.012 -0.040 -0.152
C -0.051 -2.088 -1.408 -0.235 0.290 -0.092
S -1.065 -0.755 -1.790 0.103 -0.401 0.124
C 0.362 1.771 -0.012 0.251 -0.138 0.217
C 1.573 1.130 -0.240 -0.177 0.127 0.161
O 2.238 1.558 -1.350 -0.318 -0.259 0.011
C 3.650 1.465 -1.444 0.664 0.092 -0.031
C 4.365 2.266 -0.362 -0.339 -0.179 -0.231
H 5.172 -3.023 1.239 0.061 -0.090 0.050
H 4.658 -2.570 -0.393 0.017 -0.069 -0.094
H 5.576 -1.426 0.589 0.105 0.043 0.007
H 2.752 -2.435 1.211 0.030 0.119 0.055
H 3.681 -1.277 2.204 -0.103 -0.035 -0.094
H 1.418 -1.008 2.384 0.068 -0.109 0.031
H -0.694 0.146 2.737 -0.112 -0.069 0.102
H -2.336 1.724 2.067 0.148 0.224 0.069
H -1.771 3.146 1.153 -0.088 -0.107 0.021
H -2.417 1.937 -0.850 -0.060 0.026 -0.250
H -1.885 -2.282 1.358 -0.079 -0.039 0.221
H 0.129 -3.511 0.197 0.112 -0.150 0.043
H 0.725 -2.374 -2.090 0.179 -0.070 -0.146
H 0.086 2.557 -0.700 -0.003 0.129 -0.148
H 3.977 0.422 -1.424 -0.066 0.204 -0.098
H 3.867 1.887 -2.430 0.006 -0.080 0.123
H 4.173 1.837 0.618 0.033 -0.026 0.117
H 5.436 2.254 -0.546 0.135 0.000 0.004
H 4.016 3.296 -0.365 0.013 0.107 0.005
```
Forces are in eV/Å.



No. 2
ORCA calculation (wB97M-V/def2-TZVPD) on a structure of composition C19H25BBr2N4OS.

The total energy comes out at -6604.2941 Eh. Its gap between HOMO and LUMO is 7.66 eV. The calculation puts the energy above the lowest of the compared OMol25 structures with the same formula, charge and spin at 80.3 kcal per mole. As for the spin multiplicity: 1. For the LUMO energy, the calculation gives -0.637 eV. Its HOMO energy is -8.3 eV.

Structure (XYZ):
```
53
Properties=species:S:1:pos:R:3:forces:R:3
C -1.207 -1.490 2.808 -0.721 -0.404 -0.071
N -1.636 -0.485 1.816 1.063 -0.174 0.314
C -0.794 0.736 1.850 -0.458 0.759 -0.796
C -0.158 0.992 0.416 1.383 0.409 -1.127
C -1.132 1.456 -0.678 1.726 0.117 -1.147
C -2.642 1.593 -0.312 0.546 -0.502 -0.211
C -0.665 1.723 -2.025 0.703 -0.946 2.186
B -1.612 2.211 -3.241 -0.546 -0.033 -0.455
N -1.535 3.604 -3.799 -0.054 -1.002 0.541
O -2.563 1.335 -3.809 0.333 0.846 1.600
C 0.800 1.560 -2.274 -0.086 -0.073 0.365
N 1.371 1.802 -3.514 1.047 -1.089 3.529
S 2.980 1.482 -3.236 -0.108 -0.033 0.447
N 3.106 1.035 -1.624 -3.598 1.006 -1.711
C 1.786 1.112 -1.205 -0.554 0.098 0.132
C 1.280 0.800 0.167 -3.215 0.201 0.192
C 2.138 0.289 1.367 0.847 -0.078 -0.611
C 3.380 -0.576 0.981 2.537 -0.813 0.135
C 4.586 -0.405 1.828 -0.146 -0.954 -1.025
C 5.835 -1.126 1.609 -1.619 -0.691 -1.828
C 5.927 -2.052 0.476 -2.513 1.319 0.428
C 4.730 -2.249 -0.375 0.202 0.549 0.930
C 4.914 -3.260 -1.571 0.598 0.616 0.926
C 3.459 -1.534 -0.123 1.874 0.306 1.300
H -1.405 -1.123 3.854 0.472 -0.489 -0.664
H -0.128 -1.790 2.671 -1.120 0.502 0.129
H -1.824 -2.414 2.636 0.612 0.753 0.310
H -2.631 -0.262 1.894 0.717 -0.085 0.278
H -1.483 1.592 2.128 1.007 -0.613 -0.451
H -0.011 0.719 2.657 -0.839 -0.190 -0.869
H -3.245 2.132 -1.088 0.680 -0.498 0.519
H -3.029 0.535 -0.224 0.240 1.221 -0.002
H -2.813 2.123 0.661 0.281 -0.550 -0.949
H -1.628 4.283 -3.039 0.524 -0.061 -0.386
H -0.610 3.692 -4.243 -0.482 0.328 0.341
H -3.427 1.787 -3.882 0.772 -0.122 -0.680
H 2.513 1.197 1.919 -0.238 -0.892 -0.460
H 1.551 -0.312 2.118 0.367 0.690 -1.085
H 4.525 0.303 2.699 0.064 -0.759 -1.041
H 6.729 -1.004 2.261 -0.978 0.089 -0.488
H 6.876 -2.605 0.247 -1.134 0.616 0.271
H 5.469 -4.154 -1.164 -0.780 0.744 -0.509
H 5.624 -2.786 -2.312 -1.043 -0.524 0.522
H 3.947 -3.573 -2.036 0.900 0.341 0.317
H 2.566 -1.692 -0.784 1.081 0.091 0.667
Br -7.863 -1.480 2.271 0.006 0.107 -0.039
C -6.993 -0.696 0.715 -0.159 -0.271 0.073
C -5.495 -0.676 0.877 0.125 0.219 -0.145
Br -4.932 0.756 2.074 -0.341 -0.102 0.232
H -7.423 0.293 0.576 0.126 -0.059 0.024
H -7.279 -1.334 -0.121 0.099 0.040 0.027
H -5.010 -0.458 -0.074 -0.079 -0.019 0.028
H -5.094 -1.603 1.280 -0.121 0.059 -0.013
```
Forces are in eV/Å.



No. 3
ORCA calculation (wB97M-V/def2-TZVPD) on the molecule C5H14N.

The total energy comes out at -253.5354 Eh. Its gap between HOMO and LUMO (spin up / spin down) is 4.62 / 12.60 eV. The calculation puts the energy above the lowest of the compared OMol25 structures with the same formula, charge and spin at 30.7 kcal per mole. As for the spin multiplicity: 2. For the LUMO energy (spin up / spin down), the calculation gives 1.095 / 0.759 eV. Its HOMO energy (spin up / spin down) is -3.5 / -11.8 eV.

Structure (XYZ):
```
20
Properties=species:S:1:pos:R:3:forces:R:3
C 0.945 1.664 -1.347 -0.427 -0.028 -0.880
C 0.343 0.791 -0.274 -0.717 -0.501 0.720
C -0.283 -0.495 -0.847 1.185 0.183 0.104
C -0.799 -1.527 0.128 -0.959 0.598 0.771
C -1.723 -0.954 1.210 0.078 -0.180 0.883
N 1.396 0.465 0.764 0.453 -0.944 -0.710
H 1.774 2.241 -0.981 0.209 0.413 0.089
H 0.209 2.316 -1.823 -0.144 0.227 0.439
H 1.281 1.074 -2.201 0.385 -0.297 0.208
H -0.431 1.304 0.294 0.040 0.247 -0.093
H -1.096 -0.162 -1.463 -0.496 0.180 -0.562
H 0.489 -0.933 -1.488 -0.230 -0.143 -0.145
H -1.330 -2.315 -0.398 0.067 -0.109 -0.245
H -0.008 -2.000 0.695 0.513 -0.289 -0.141
H -2.038 -1.759 1.878 -0.092 -0.127 -0.121
H -1.180 -0.286 1.888 0.127 0.131 -0.154
H -2.632 -0.424 0.936 0.045 -0.002 -0.608
H 1.509 1.134 1.585 -0.051 0.210 -0.099
H 2.310 0.350 0.266 0.161 0.204 0.336
H 1.266 -0.484 1.176 -0.147 0.228 0.207
```
Forces are in eV/Å.



> Which of these has the highest spin multiplicity?

C5H14N